Computed, not measured: a 3-piece molecular cluster, C20H32Cl2FN2P overall, with the ωB97M-V functional and the def2-TZVPD basis.

XYZ file:
```
58
Properties=species:S:1:pos:R:3:lowdin_charge:R:1
C 3.51 0.22 0.09 -0.137
C 3.72 1.22 -1.12 -0.268
C 2.91 2.54 -0.88 -0.235
C 1.54 2.63 -1.65 -0.260
P 0.05 1.90 -0.78 0.789
C -1.63 2.67 -1.23 -0.202
C 0.14 3.14 0.69 -0.472
C 0.75 2.51 2.00 -0.097
F 0.74 4.37 0.37 -0.091
C -0.23 0.53 -2.11 -0.804
Cl 1.08 -0.74 -2.13 0.609
C -1.62 -0.21 -2.01 -0.758
C -1.65 -1.63 -2.73 -0.202
Cl -2.18 -0.52 -0.31 0.578
H 4.17 0.54 0.93 0.076
H 2.45 0.27 0.38 0.023
H 3.78 -0.80 -0.23 0.064
H 3.57 0.76 -2.11 0.076
H 4.80 1.52 -1.08 0.099
H 3.54 3.37 -1.28 0.108
H 2.83 2.71 0.21 0.088
H 1.68 2.04 -2.59 0.066
H 1.39 3.68 -1.99 0.095
H 0.19 0.84 0.19 0.030
H -1.48 3.77 -1.12 0.057
H -1.91 2.51 -2.29 0.044
H -2.42 2.40 -0.51 0.047
H -0.91 3.39 0.98 0.099
H 1.02 3.27 2.75 0.076
H 1.62 1.86 1.79 0.041
H -0.02 1.84 2.46 0.065
H -0.21 1.01 -3.12 0.082
H -2.35 0.40 -2.59 0.092
H -1.19 -1.60 -3.73 0.074
H -1.20 -2.39 -2.06 0.044
H -2.70 -1.95 -2.87 0.078
N -0.74 -5.66 -4.64 0.054
C -0.03 -5.20 -3.60 -0.159
C 0.09 -5.88 -2.40 -0.075
C -0.56 -7.10 -2.26 -0.084
C -1.30 -7.59 -3.32 -0.079
C -1.36 -6.83 -4.48 -0.158
H 0.45 -4.25 -3.75 0.099
H 0.68 -5.47 -1.59 0.102
H -0.49 -7.66 -1.33 0.104
H -1.82 -8.53 -3.26 0.100
H -1.92 -7.17 -5.35 0.101
N -1.64 2.94 4.60 0.054
C -0.94 3.41 5.64 -0.155
C -0.81 2.73 6.84 -0.075
C -1.44 1.51 6.98 -0.082
C -2.17 1.00 5.91 -0.074
C -2.23 1.75 4.75 -0.158
H -0.47 4.37 5.49 0.103
H -0.23 3.16 7.65 0.101
H -1.37 0.95 7.91 0.105
H -2.68 0.05 5.98 0.101
H -2.79 1.40 3.89 0.102
```

As for the max |F|: 0.0400 Eh/bohr. As for the SMILES: CCCC[PH](C)([C@@H](C)F)[C@@H](Cl)[C@@H](C)Cl.c1ccncc1.c1ccncc1. As for the LUMO energy: 0.68 eV. The calculation puts the gap between HOMO and LUMO at 8.94 eV. The HOMO energy comes out at -8.255 eV. The value obtained for the total energy is -61287.9955 eV.

=====

Computed, not measured: a 8-piece molecular cluster, C20H32Cl8O12 overall, with the ωB97M-V functional and the def2-TZVPD basis.

XYZ file:
```
72
Properties=species:S:1:pos:R:3:lowdin_charge:R:1
C -17.71 -23.49 8.77 -0.127
C -17.70 -22.01 8.32 -0.106
O -17.29 -22.10 6.97 0.047
C -17.14 -23.37 6.52 -0.529
O -16.76 -23.70 5.43 0.155
O -17.34 -24.18 7.60 0.054
H -18.71 -23.70 9.15 0.123
H -17.00 -23.69 9.57 0.127
H -16.90 -21.49 8.86 0.128
H -18.68 -21.55 8.43 0.128
C -24.35 -28.81 6.77 -0.130
C -23.78 -27.68 5.86 -0.116
O -24.56 -27.82 4.68 0.053
C -25.70 -28.51 4.97 -0.495
O -26.66 -28.67 4.21 0.122
O -25.62 -28.99 6.24 0.050
H -24.47 -28.50 7.81 0.133
H -23.69 -29.68 6.68 0.129
H -22.76 -27.98 5.61 0.126
H -23.75 -26.72 6.36 0.129
C -22.78 -16.88 0.91 -0.140
C -23.72 -17.94 0.44 -0.101
O -23.06 -18.62 -0.66 0.074
C -21.90 -18.05 -0.95 -0.517
O -21.13 -18.45 -1.79 0.140
O -21.62 -17.14 0.09 0.030
H -22.59 -16.94 1.98 0.127
H -23.12 -15.86 0.75 0.126
H -24.62 -17.50 0.02 0.131
H -23.98 -18.54 1.32 0.130
C -17.64 -30.38 2.62 -0.124
C -16.35 -29.58 2.55 -0.121
O -15.76 -29.74 3.83 0.085
C -16.45 -30.65 4.53 -0.543
O -16.26 -31.14 5.65 0.117
O -17.50 -31.07 3.84 0.070
H -17.77 -31.06 1.78 0.129
H -18.53 -29.74 2.59 0.125
H -16.46 -28.54 2.25 0.136
H -15.77 -30.07 1.78 0.127
Cl -16.82 -17.48 3.81 0.523
C -16.27 -18.77 2.71 -0.609
C -16.48 -18.19 1.24 -0.684
Cl -15.89 -19.25 -0.05 0.532
H -16.88 -19.64 2.93 0.066
H -15.20 -18.91 2.89 0.064
H -16.00 -17.24 1.03 0.054
H -17.51 -17.98 0.95 0.054
Cl -27.33 -23.65 3.66 0.469
C -28.30 -24.56 2.39 -0.572
C -27.28 -24.92 1.25 -0.662
Cl -26.56 -23.49 0.46 0.505
H -29.14 -23.91 2.12 0.062
H -28.73 -25.51 2.69 0.073
H -27.80 -25.48 0.47 0.065
H -26.46 -25.53 1.63 0.059
Cl -20.38 -25.24 2.64 0.548
C -21.04 -23.75 2.10 -0.675
C -22.32 -23.22 2.97 -0.605
Cl -21.89 -23.14 4.70 0.504
H -21.34 -23.95 1.07 0.060
H -20.20 -23.06 2.20 0.055
H -23.19 -23.88 2.90 0.053
H -22.62 -22.24 2.60 0.060
Cl -21.59 -27.88 -1.70 0.532
C -22.76 -28.84 -0.77 -0.655
C -23.91 -29.40 -1.64 -0.662
Cl -25.04 -28.16 -2.27 0.525
H -23.17 -28.25 0.06 0.067
H -22.22 -29.70 -0.37 0.064
H -24.46 -30.17 -1.10 0.070
H -23.52 -29.90 -2.53 0.058
```

As for the max |F|: 0.0695 Eh/bohr. As for the SMILES: O=C1OCCO1.O=C1OCCO1.O=C1OCCO1.O=C1OCCO1.ClCCCl.ClCCCl.ClCCCl.ClCCCl. As for the LUMO energy: 0.06 eV. The calculation puts the gap between HOMO and LUMO at 10.65 eV. The HOMO energy comes out at -10.593 eV. The energy relative to the best compared isomer or geometry (same formula, charge and spin) is 60.9 kcal/mol. The value obtained for the total energy is -146007.1641 eV.

=====

Computed, not measured: C20H32IrN4SSi as an isolated structure, with the ωB97M-V functional and the def2-TZVPD basis.

XYZ file:
```
59
Properties=species:S:1:pos:R:3:lowdin_charge:R:1
Ir -1.22 -0.48 -1.03 1.133
C 1.41 -2.64 3.71 -0.158
Si 2.43 -1.22 3.09 0.524
C 4.24 -1.48 3.36 -0.163
C 1.85 0.42 3.76 -0.165
C 2.15 -1.16 1.18 -0.179
C 3.17 -1.38 0.25 -0.002
C 2.97 -1.34 -1.13 -0.004
C 1.71 -1.07 -1.62 -0.090
N 0.72 -0.84 -0.74 -0.199
C 0.92 -0.88 0.59 -0.647
S -0.68 -0.50 1.22 0.776
H 1.58 -2.77 4.78 0.054
H 1.70 -3.57 3.22 0.045
H 0.33 -2.51 3.57 0.022
H 4.40 -1.55 4.44 0.056
H 4.86 -0.65 3.00 0.050
H 4.61 -2.40 2.92 0.048
H 2.00 0.43 4.84 0.054
H 0.79 0.63 3.58 0.011
H 2.44 1.24 3.35 0.042
H 4.17 -1.61 0.62 0.121
H 3.77 -1.54 -1.82 0.132
H 1.47 -1.05 -2.67 0.127
N -2.75 -1.21 -2.49 0.069
C -2.81 -1.98 -1.29 -0.442
C -1.68 -2.78 -1.03 -0.136
C -1.63 -3.51 0.18 -0.046
C -2.65 -3.39 1.09 -0.030
C -3.75 -2.56 0.83 -0.003
C -3.85 -1.84 -0.34 -0.006
H -3.59 -0.74 -2.84 0.135
H -2.34 -1.73 -3.26 0.132
H -0.95 -2.98 -1.81 0.129
H -0.81 -4.18 0.36 0.139
H -2.63 -3.97 2.01 0.137
H -4.55 -2.49 1.56 0.140
H -4.71 -1.22 -0.55 0.135
C -1.86 3.86 -1.30 -0.028
C -2.06 2.34 -1.14 -0.119
N -0.79 1.59 -1.41 -0.291
C 0.29 2.17 -0.54 -0.123
C 0.54 3.66 -0.88 -0.027
N -0.50 4.09 -1.87 -0.076
C -0.33 3.34 -3.15 -0.028
C -0.40 1.83 -2.84 -0.109
H -1.92 4.38 -0.35 0.153
H -2.59 4.29 -1.98 0.153
H -2.81 1.97 -1.85 0.128
H -2.38 2.10 -0.13 0.130
H 1.20 1.60 -0.69 0.123
H -0.03 2.05 0.50 0.101
H 1.52 3.82 -1.33 0.152
H 0.46 4.30 0.00 0.153
H -0.38 5.09 -2.05 0.210
H 0.63 3.63 -3.58 0.153
H -1.12 3.66 -3.83 0.152
H 0.57 1.35 -3.00 0.125
H -1.13 1.35 -3.48 0.126
```

As for the max |F|: 0.0084 Eh/bohr. As for the LUMO energy: -10.40 eV. The calculation puts the gap between HOMO and LUMO at 6.68 eV. As for the charge: +3. The HOMO energy comes out at -17.075 eV. The energy relative to the best compared isomer or geometry (same formula, charge and spin) is 9.6 kcal/mol. The value obtained for the total energy is -48746.1339 eV.

=====

> The highest gap between HOMO and LUMO belongs to which entry?

C20H32Cl8O12